A | {
  "formula": "C10H10N2",
  "method": "the ωB97M-V functional and the def2-TZVPD basis",
  "species": ["N", "N", "C", "C", "C", "C", "C", "C", "C", "C", "C", "C", "H", "H", "H", "H", "H", "H", "H", "H", "H", "H"],
  "xyz": [[-4.5831, -0.6666, 0.0037], [2.6805, -1.4858, 0.0766], [3.2761, 0.4958, 1.2106], [-1.9098, 0.4438, 0.1925], [3.4015, 1.0970, -0.0584], [-3.5335, -1.3826, 0.0145], [3.1987, 0.4347, -1.1757], [-2.1992, -0.9233, 0.0813], [-3.0544, 1.2966, 0.0189], [2.9978, -0.9810, -1.0826], [-4.3066, 0.6939, 0.0178], [2.8763, -0.8067, 1.2008], [3.5711, 2.1043, -0.1536], [-1.3637, -1.6332, 0.1289], [-0.8497, 0.6830, 0.1499], [3.1958, 0.9649, -2.1272], [-2.9495, 2.4391, -0.2610], [3.1421, 1.2227, 2.0637], [-3.7833, -2.4190, -0.0891], [2.5201, -1.2491, 2.1025], [-5.2048, 1.2466, -0.3672], [2.8775, -1.5750, -1.9471]],
  "total_charge": 0,
  "molar_mass_g_mol": 158.2,
  "smiles": "c1ccncc1.c1ccncc1",
  "spin_multiplicity": 1
}

=====

B | {
  "formula": "C10H10N2",
  "method": "the ωB97M-V functional and the def2-TZVPD basis",
  "species": ["N", "N", "C", "C", "C", "C", "C", "C", "C", "C", "C", "C", "H", "H", "H", "H", "H", "H", "H", "H", "H", "H"],
  "xyz": [[1.1294, -0.9049, -0.2640], [2.0392, -0.8191, 3.1426], [1.3238, -1.0431, -1.4160], [1.3159, -1.7800, -2.6353], [0.1314, 0.4656, 1.4193], [0.0746, 0.5504, 2.8627], [1.1412, 0.1380, 3.5941], [1.1842, -0.3773, 0.9413], [1.9906, -1.1418, 1.8907], [-1.1500, 0.9978, -0.7729], [-0.8350, 0.9170, 0.6524], [-1.8144, 1.9069, 0.3362], [1.8779, -1.2733, -3.4846], [1.1324, 0.3662, 4.7179], [-0.7103, 1.0747, 3.4514], [2.6473, -2.0306, 1.6327], [-2.8006, 1.7794, 0.4346], [-1.7596, 0.3283, -1.3067], [-1.6300, 2.9526, 0.2905], [-0.5604, 1.6168, -1.5517], [1.7876, -2.6822, -2.4590], [0.2081, -1.8031, -2.9585]],
  "total_charge": 0,
  "molar_mass_g_mol": 158.2,
  "spin_multiplicity": 1
}

=====

Stability ranking, top entry: A; the second entry is 0.1425 hartree less favorable.